The following is a DFT calculation (ωB97M-V/def2-TZVPD) of a 2-piece molecular cluster, C2H8N2S overall.

Geometry as XYZ:
```
13
Properties=species:S:1:pos:R:3:nbo_charge:R:1
S 1.463 -0.630 -0.442 -0.634
N -0.751 0.776 0.661 -0.734
N -2.080 -1.121 0.605 -0.758
C 1.709 1.186 -0.651 -0.718
C -1.893 0.148 0.283 0.381
H 0.180 0.322 0.864 0.447
H 0.933 1.594 -1.311 0.174
H 1.463 1.668 0.287 0.150
H -2.996 -1.457 0.600 0.410
H -1.223 -1.697 0.648 0.450
H -0.743 1.761 0.362 0.409
H 2.683 1.544 -0.840 0.209
H -2.787 0.757 -0.193 0.214
```

Calculated values
HOMO level in eV: -6.5009
ΔE to the lowest compared entry with this formula, charge and spin in kJ/mol: 167.66


The following is a DFT calculation (ωB97M-V/def2-TZVPD) of a 2-piece molecular cluster, C4H6O4P2 overall.

Geometry as XYZ:
```
16
Properties=species:S:1:pos:R:3:nbo_charge:R:1
P 1.461 2.440 -0.467 0.593
P 0.835 4.152 0.693 2.099
O 0.559 4.006 2.111 -1.151
O 2.420 3.624 0.340 -1.081
O 2.241 0.058 0.786 -0.513
O 0.576 5.418 -0.095 -1.155
C 1.451 1.257 0.962 -0.262
C 0.804 -0.048 0.765 -0.005
C -1.126 0.135 -0.772 -0.472
C 0.165 -0.198 -0.516 -0.122
H 0.705 -0.551 -1.366 0.224
H -1.641 0.571 0.064 0.159
H -1.439 0.432 -1.684 0.176
H 1.457 1.742 2.015 0.223
H 0.176 -2.878 -0.323 -0.915
H 0.268 -0.512 1.576 0.202
```

Calculated values
HOMO level (alpha / beta) in eV: 1.2167 / 1.2172
Total charge: -2
ΔE to the lowest compared entry with this formula, charge and spin in kJ/mol: 199.71


The following is a DFT calculation (ωB97M-V/def2-TZVPD) of a 2-piece molecular cluster, C10H14O2 overall.

Geometry as XYZ:
```
26
Properties=species:S:1:pos:R:3:nbo_charge:R:1
O -3.294 0.101 0.648 -0.512
O -0.042 1.072 -1.424 -0.499
C -0.217 -1.456 1.405 -0.614
C 0.058 -1.116 -0.079 -0.110
C 1.587 -1.135 -0.441 -0.464
C 0.275 1.569 -0.154 0.125
C -2.554 0.617 -0.123 0.416
C -0.553 -2.081 -1.081 -0.602
C -0.483 2.738 0.366 -0.607
C 2.194 0.153 -0.117 -0.121
C 1.721 1.348 0.161 -0.252
C -0.433 0.317 -0.349 0.288
H -0.406 -1.565 -2.025 0.216
H -0.029 3.605 0.063 0.215
H -1.248 -1.413 1.694 0.229
H 0.291 -0.732 1.983 0.211
H -2.853 1.379 -0.895 0.117
H 2.176 -1.924 -0.081 0.230
H 3.346 -0.014 0.162 0.197
H 0.169 -2.351 1.822 0.215
H -1.710 -2.163 -0.953 0.211
H -1.581 2.585 0.062 0.214
H 2.431 2.166 0.341 0.223
H -0.067 -3.061 -0.920 0.217
H 1.734 -1.343 -1.501 0.233
H -0.511 2.705 1.437 0.224
```

Calculated values
HOMO level in eV: -8.3279
ΔE to the lowest compared entry with this formula, charge and spin in kJ/mol: 460.93


The following is a DFT calculation (ωB97M-V/def2-TZVPD) of a 7-piece molecular cluster, C43H107FN6O2Si overall.

Geometry as XYZ:
```
160
Properties=species:S:1:pos:R:3:lowdin_charge:R:1
Si -4.495 -2.626 0.427 0.653
F -3.915 -0.229 -0.615 -0.111
O -3.527 -4.034 0.551 -0.247
O -1.119 -4.966 2.127 -0.029
N -3.824 1.868 -4.054 -0.194
N -1.653 -2.611 -4.605 -0.186
N -3.090 4.073 5.930 -0.197
N 2.896 -5.864 0.091 -0.190
N 0.285 10.515 4.853 -0.198
N 9.763 -7.453 -2.835 -0.198
C 1.553 10.965 4.297 -0.252
C -3.887 1.197 -6.449 -0.081
C 4.070 -8.128 -0.109 -0.078
C 0.688 -6.894 -0.452 -0.080
C 3.892 -4.878 -0.301 -0.247
C -2.227 -1.602 -3.722 -0.234
C -3.034 3.063 -4.305 -0.250
C 1.892 -6.099 -0.932 -0.276
C -1.144 -2.063 -5.850 -0.271
C -3.556 3.816 4.579 -0.277
C -3.775 4.343 -4.699 -0.084
C -0.817 10.416 3.908 -0.248
C -0.809 -3.606 -3.960 -0.242
C -5.705 2.734 -2.547 -0.080
C -1.299 -0.527 -3.151 -0.074
C -4.041 3.665 6.953 -0.251
C 9.553 -6.970 -1.481 -0.272
C 8.470 -7.730 -0.728 -0.088
C -3.254 6.624 5.828 -0.077
C -3.825 -0.072 1.755 -0.218
C 3.412 -7.049 0.757 -0.243
C -4.657 1.419 -5.156 -0.272
C -5.920 -2.812 1.662 -0.177
C -0.808 -3.124 -6.888 -0.089
C -1.348 -3.674 1.573 -0.405
C -1.518 11.710 3.486 -0.084
C 10.965 -6.917 -3.456 -0.252
C -0.016 -2.947 1.298 -0.018
C -2.448 5.361 6.144 -0.245
C -4.499 1.817 -2.764 -0.263
C 8.580 -7.492 -3.682 -0.246
C 4.809 -5.215 -1.479 -0.087
C 0.622 -3.208 -3.584 -0.079
C -1.197 10.466 6.849 -0.092
C -5.387 4.392 7.014 -0.089
C -2.147 -3.816 0.252 -0.236
C 7.819 -6.183 -3.909 -0.083
C -2.704 -0.266 2.825 -0.082
C -3.536 -0.974 0.521 -0.362
C -0.031 11.129 6.131 -0.275
C 1.681 12.438 3.901 -0.089
C 11.029 -5.410 -3.719 -0.089
C -2.472 3.971 3.522 -0.091
H -0.257 -1.432 -5.691 0.102
H -6.412 2.696 -3.377 0.067
H -2.734 -2.106 -2.893 0.101
H 4.116 -6.738 1.534 0.115
H -4.551 0.775 -7.205 0.076
H -3.027 -1.096 -4.273 0.100
H 5.577 -5.937 -1.200 0.041
H 0.944 -7.920 -0.182 0.067
H -5.739 -3.739 2.239 0.035
H -2.096 5.413 7.178 0.115
H -2.865 3.676 2.546 0.068
H 7.884 -8.220 -3.255 0.101
H 2.589 -7.511 1.309 0.103
H -3.767 2.005 -1.974 0.104
H 3.363 -3.949 -0.539 0.106
H -5.098 -2.675 -0.925 0.016
H 5.087 -7.859 -0.391 0.041
H -1.735 -0.219 2.305 0.070
H -2.130 5.004 3.433 0.065
H 1.213 -4.107 -3.395 0.058
H -2.717 0.601 3.501 0.060
H 5.331 -4.312 -1.808 0.073
H 10.414 -5.121 -4.570 0.054
H -3.558 3.733 7.932 0.112
H -1.910 -5.221 2.591 0.085
H 1.512 -5.132 -1.275 0.091
H 3.502 -8.339 -1.016 0.069
H -5.290 5.387 7.447 0.055
H -0.521 -2.644 -7.825 0.072
H 6.820 -6.404 -4.293 0.073
H 1.800 10.344 3.431 0.111
H -4.224 4.835 -3.837 0.054
H -1.323 -3.975 -3.067 0.106
H -0.244 12.204 6.031 0.099
H -6.022 -2.010 2.402 0.017
H 0.029 -3.752 -6.577 0.063
H -1.569 9.746 4.335 0.091
H -3.964 6.860 6.619 0.056
H -2.414 3.266 -3.427 0.115
H -1.898 0.278 -2.717 0.054
H 1.125 -2.652 -4.377 0.070
H 0.375 -3.331 0.340 0.074
H 4.259 -5.602 -2.337 0.068
H -5.488 2.113 -5.354 0.099
H -2.137 10.598 6.312 0.065
H 8.853 -7.919 -4.650 0.115
H -0.754 -4.480 -4.617 0.102
H -4.240 2.597 6.813 0.108
H -1.531 5.386 5.548 0.102
H 0.845 11.046 6.779 0.118
H 4.134 -9.062 0.456 0.073
H -3.723 0.968 1.393 0.107
H -1.963 -3.012 -0.481 0.098
H -2.312 2.832 -5.094 0.101
H -0.945 12.259 2.741 0.054
H -3.060 0.500 -6.299 0.053
H 8.310 -5.551 -4.647 0.055
H -1.714 12.373 4.330 0.068
H 2.733 12.682 3.731 0.070
H -0.468 9.892 3.014 0.115
H 11.815 -7.185 -2.819 0.108
H -6.075 3.835 7.654 0.070
H -5.856 4.481 6.034 0.066
H -2.483 11.472 3.032 0.072
H -1.669 -3.765 -7.088 0.080
H -5.110 0.464 -4.876 0.116
H -3.071 5.054 -5.138 0.072
H -1.323 10.913 7.837 0.073
H -0.260 -1.886 1.128 0.067
H 8.427 -7.380 0.306 0.075
H 0.650 -2.612 -2.672 0.051
H -0.059 -6.945 -1.248 0.074
H -1.989 -3.137 2.293 0.126
H 12.056 -5.123 -3.958 0.070
H 10.486 -7.090 -0.925 0.118
H 11.143 -7.447 -4.397 0.111
H 8.680 -8.801 -0.713 0.082
H 0.717 -3.061 2.102 0.088
H -0.660 -0.081 -3.914 0.069
H -1.781 -4.749 -0.219 0.127
H -2.443 -1.064 0.440 0.092
H 1.154 12.656 2.973 0.054
H -1.612 3.337 3.744 0.078
H 1.315 13.111 4.677 0.066
H 7.692 -5.609 -2.990 0.058
H 4.509 -4.634 0.569 0.112
H 10.722 -4.824 -2.851 0.066
H 2.317 -6.601 -1.813 0.101
H -6.244 2.422 -1.648 0.071
H -1.914 -1.416 -6.279 0.100
H -4.824 0.786 -2.601 0.098
H -4.556 4.163 -5.439 0.067
H 7.482 -7.575 -1.164 0.041
H -5.406 3.770 -2.391 0.055
H -4.407 4.458 4.307 0.100
H 2.334 10.744 5.032 0.109
H -3.798 6.549 4.884 0.069
H -2.848 -1.222 3.340 0.069
H -4.841 -0.156 2.155 0.088
H -3.487 2.129 -6.854 0.067
H 9.310 -5.897 -1.459 0.100
H -0.668 -0.918 -2.352 0.050
H -3.918 2.784 4.530 0.108
H -6.851 -3.004 1.107 0.029
H 0.231 -6.408 0.411 0.061
H -1.018 9.398 6.984 0.072
H -2.577 7.479 5.744 0.056
```

Calculated values
HOMO level in eV: -7.9407
SMILES string: CC[C@H](F)[Si@H](C)OC[C@H](C)O.CCN(CC)CC.CCN(CC)CC.CCN(CC)CC.CCN(CC)CC.CCN(CC)CC.CCN(CC)CC